[1]
C6H15N | ωB97M-V/def2-TZVPD

Results
* LUMO: -0.0933 Eh
* charge: 0
* HOMO: -6.58 eV
* electronic energy: -292.074998 Eh
* energy above the lowest of the compared OMol25 structures with the same formula, charge and spin: 184.5 kcal/mol

```
22
Properties=species:S:1:pos:R:3:forces:R:3
C -1.1799 1.2202 -0.3311 0.6117 0.2777 0.2486
C -0.1914 0.3981 0.4531 -1.1332 2.1431 -2.6588
C 1.1590 0.6708 0.4617 3.1804 0.6608 2.2734
C 1.6314 2.1099 0.0517 0.6656 -3.0504 -1.1361
C 2.1235 -0.2828 0.9014 -2.0080 1.7586 1.2155
C 0.5151 -2.7193 -0.7955 0.0812 -0.0071 0.0179
N -3.4342 0.1492 0.2866 4.6399 -1.8567 1.0601
H -1.4580 2.2289 0.1106 1.2832 -0.6301 -0.5689
H -2.2219 0.6440 -0.3049 -0.6141 0.1196 0.3821
H -0.9971 1.3180 -1.4346 -0.1349 -0.4149 0.9233
H -0.4564 -0.5250 0.8212 -0.9526 -2.2501 0.3142
H 1.3004 -3.3759 -1.2299 -0.4247 0.6951 0.0333
H 1.0849 2.8068 0.6184 -0.4980 0.9383 0.9320
H 1.2800 2.2283 -0.9997 0.9219 0.2796 0.5496
H 2.7387 2.1485 0.2555 -1.2096 0.4294 -0.6449
H 1.9845 -1.1322 1.6267 -0.5407 0.6513 -1.4074
H 3.1427 0.0302 0.8741 0.6911 0.0303 -0.5283
H 0.0935 -3.3156 0.0156 -0.3300 -0.0108 -0.0974
H 0.9767 -1.8308 -0.2745 -0.6028 -1.0487 -1.2987
H -0.2938 -2.4901 -1.5623 1.1990 -0.0348 1.0833
H -4.2712 0.5452 0.3356 -4.5511 2.2630 -0.2252
H -3.5264 -0.8262 0.1201 -0.2742 -0.9432 -0.4676
```
Forces are in eV/Å.

***

[2]
C43H61N5O2PPtS2Sb | ωB97M-V/def2-TZVPD

Results
* LUMO (alpha / beta): 0.0903 / 0.0903 Eh
* 2S+1: 2
* charge: -1
* HOMO (alpha / beta): -3.70 / -3.78 eV
* electronic energy: -3596.672592 Eh
* energy above the lowest of the compared OMol25 structures with the same formula, charge and spin: 0.0 kcal/mol

```
116
Properties=species:S:1:pos:R:3:forces:R:3
Pt 0.5385 -0.1249 0.1605 -0.1520 -0.2124 -0.4792
O 1.4472 1.8717 0.8988 0.1710 -0.0672 0.0107
N 1.9539 2.5390 -0.1140 0.0239 0.6211 -0.1683
C 3.0201 3.3364 0.1217 -0.1689 -0.3034 0.0238
C 3.5621 4.1069 -0.8677 0.3932 0.3228 -0.2030
C 3.0043 4.0825 -2.1468 -0.4981 -0.3566 0.1172
C 1.8970 3.2824 -2.3646 0.7457 0.5761 -0.2559
C 1.3482 2.5073 -1.3465 -0.7945 -0.8021 0.3152
S -0.0375 1.4980 -1.5656 0.5356 0.1670 0.2010
H 3.3783 3.2930 1.1394 0.0040 0.0069 -0.0074
H 4.4247 4.7217 -0.6507 -0.0176 -0.0226 0.0704
H 3.4161 4.6770 -2.9502 0.0395 0.0142 0.0021
H 1.4390 3.2301 -3.3415 -0.0909 -0.0416 0.0322
N 0.6752 -2.1480 0.3387 0.2071 0.2711 0.0362
P 2.2178 -2.3540 0.3536 0.5532 -0.1787 0.2944
N 3.0914 -2.0053 1.7998 -0.3904 0.0268 -0.2767
C 3.1936 -0.5851 2.1505 0.1283 0.0493 0.1207
C 4.2837 -0.3903 3.2127 -0.0194 -0.1216 -0.1324
C 4.2907 -1.5654 4.2027 -0.0807 0.0577 0.0277
C 2.8883 -2.1605 4.2727 0.1980 -0.0292 -0.1175
C 2.5348 -2.7917 2.9244 0.0166 -0.0633 -0.0183
N 3.1949 -1.5806 -0.7924 -0.0540 -0.1236 -0.0417
C 2.7335 -1.7062 -2.1709 -0.0416 0.1133 -0.0113
C 3.1506 -0.4921 -2.9904 0.1989 -0.0854 -0.0079
C 4.6550 -0.2365 -2.8819 -0.1151 0.1120 0.0843
C 5.0677 -0.1699 -1.4112 0.0489 -0.1706 -0.1064
C 4.6386 -1.4563 -0.7088 -0.0159 0.1868 0.0901
N 2.5885 -3.9858 0.1601 -0.3171 -0.1082 0.1181
C 3.9542 -4.4858 0.2260 -0.0376 -0.0537 0.0110
C 3.9681 -5.8681 0.8711 -0.0220 0.0029 -0.1851
C 3.2403 -6.8584 -0.0490 -0.0265 0.0582 0.0350
C 2.0239 -6.1881 -0.7236 0.0623 0.0260 0.1324
C 1.5351 -4.9906 0.0849 -0.0172 -0.0209 -0.0354
H 2.2338 -0.1975 2.5138 0.0057 0.0112 -0.0646
H 3.4379 -0.0114 1.2588 -0.1331 0.0371 -0.0493
H 4.0887 0.5515 3.7329 0.0409 0.0011 0.0121
H 5.2594 -0.3082 2.7249 0.0134 0.0474 0.0463
H 4.6251 -1.2366 5.1894 0.0424 -0.0325 -0.0116
H 4.9845 -2.3372 3.8567 0.0206 0.0014 0.0374
H 2.1797 -1.3691 4.5174 -0.1129 0.0237 0.0766
H 2.8162 -2.9206 5.0537 -0.0462 0.0128 0.0040
H 1.4447 -2.8886 2.8289 0.0147 0.0204 0.0096
H 2.9621 -3.7991 2.8737 -0.0160 0.0276 0.0073
H 1.6461 -1.7962 -2.1617 0.0123 -0.0045 -0.0146
H 3.1561 -2.6156 -2.6352 -0.0243 -0.0512 0.0676
H 2.6148 0.3725 -2.6088 -0.1791 0.1626 0.0597
H 2.8552 -0.6335 -4.0337 -0.0089 0.0039 0.0115
H 4.9139 0.6965 -3.3905 0.0328 -0.0498 -0.0494
H 5.2060 -1.0483 -3.3722 0.0193 0.0197 -0.0100
H 4.5691 0.6786 -0.9333 0.0222 0.0175 0.0523
H 6.1495 -0.0337 -1.3141 -0.0137 0.0170 -0.0105
H 4.9393 -1.4610 0.3392 0.0282 -0.0098 -0.0682
H 5.1334 -2.3054 -1.2118 0.0350 -0.0081 0.0644
H 4.5654 -3.7774 0.7875 -0.0065 -0.0382 0.0150
H 4.3886 -4.5789 -0.7826 0.0680 0.0780 0.0380
H 3.4644 -5.8128 1.8386 0.0417 0.0068 0.0282
H 4.9959 -6.1908 1.0506 -0.0026 -0.0115 0.0248
H 2.9276 -7.7355 0.5229 0.0016 -0.0071 -0.0126
H 3.9346 -7.2074 -0.8180 -0.0063 -0.0572 0.0179
H 1.2096 -6.9049 -0.8433 -0.0020 0.0036 -0.0562
H 2.3010 -5.8331 -1.7192 -0.0397 -0.0085 -0.0235
H 1.2223 -5.3294 1.0852 -0.0247 0.0089 -0.0072
H 0.6654 -4.5298 -0.3810 -0.0158 -0.0260 0.0603
C -2.0647 -2.9422 -1.3201 0.0580 0.3356 -0.0917
S -2.5111 -1.3493 -2.0659 0.0193 -0.2557 0.7496
C -3.0738 -0.5724 -0.5192 0.2919 -0.0258 -0.2307
O -3.7299 -1.6046 -2.8848 -0.2810 0.0053 -0.2379
H -2.9461 -3.3720 -0.8436 -0.0546 0.0656 -0.0215
H -1.2481 -2.7727 -0.6125 0.0560 -0.0140 0.0202
H -1.7277 -3.5872 -2.1315 -0.0178 0.0290 -0.0154
H -3.8750 -1.1617 -0.0732 0.0140 -0.0922 -0.0617
H -3.4393 0.4224 -0.7701 0.0047 0.0001 -0.0345
H -2.2040 -0.4807 0.1426 -0.0955 -0.0488 -0.0769
C -4.1422 0.8739 4.3072 -0.0979 0.0635 -0.0112
C -4.4392 1.6841 3.0737 -0.0947 0.0331 -0.0707
C -5.7765 1.9997 2.8197 0.0199 -0.0044 -0.0160
C -6.1565 2.7187 1.7004 -0.0530 0.0464 -0.0338
C -5.1901 3.1386 0.7988 -0.0033 0.0340 -0.0176
C -3.8618 2.8366 1.0465 0.0565 -0.0303 -0.0112
C -3.4568 2.1243 2.1785 0.2725 -0.1065 0.1403
Sb -1.2407 1.9334 2.0786 -0.6836 -0.0263 0.0729
C -0.9712 4.0361 2.5875 0.0342 -0.1007 0.1642
C -0.0958 4.7128 1.7388 0.0847 -0.0763 -0.0851
C 0.2030 6.0566 1.9071 -0.0017 0.1287 0.0407
C -0.3844 6.7558 2.9497 0.0097 -0.0536 -0.0490
C -1.2690 6.1018 3.7932 -0.0223 0.0163 0.0211
C -1.5862 4.7539 3.6264 -0.0127 0.0665 -0.0149
C -2.6179 4.1513 4.5426 0.0569 0.0426 -0.0549
C -0.7096 1.0827 4.0017 0.0410 0.0394 0.0207
C -0.0358 1.8445 4.9534 -0.0042 -0.0330 -0.1432
C 0.3148 1.3117 6.1865 0.0554 -0.0261 0.1063
C -0.0080 -0.0035 6.4799 0.0189 0.0276 -0.0569
C -0.6343 -0.7859 5.5186 0.0300 -0.0295 0.0456
C -0.9706 -0.2726 4.2699 -0.0184 0.0933 0.0509
C -1.6295 -1.1582 3.2514 0.0576 0.0368 -0.1822
H -4.7868 1.1787 5.1342 -0.0023 0.0032 -0.0104
H -3.1096 0.9788 4.6191 0.0520 -0.0139 0.0608
H -4.3319 -0.1856 4.1165 0.0186 0.0067 0.0720
H -6.5333 1.6745 3.5270 0.0065 -0.0155 -0.0060
H -7.2005 2.9530 1.5296 -0.0012 -0.0252 0.0116
H -5.4680 3.6933 -0.0892 0.0064 0.0010 0.0064
H -3.1063 3.1615 0.3337 -0.0446 0.0265 -0.0273
H 0.3695 4.1738 0.9217 -0.0141 -0.0178 0.0392
H 0.8934 6.5501 1.2333 -0.0119 -0.0148 -0.0149
H -0.1654 7.8057 3.1031 0.0198 -0.0049 0.0067
H -1.7314 6.6514 4.6069 -0.0201 -0.0101 -0.0117
H -2.6778 4.7114 5.4772 0.0141 -0.0108 0.0055
H -2.3954 3.1121 4.7714 -0.0157 -0.0355 0.0296
H -3.5990 4.1817 4.0635 -0.0109 -0.0386 0.0294
H 0.2161 2.8745 4.7246 -0.0445 0.0261 0.0588
H 0.8270 1.9236 6.9199 -0.0047 0.0135 -0.0203
H 0.2333 -0.4231 7.4490 0.0181 -0.0153 -0.0102
H -0.8736 -1.8195 5.7450 0.0180 -0.0111 -0.0304
H -1.8341 -2.1492 3.6583 -0.0403 0.0236 0.0136
H -0.9823 -1.2821 2.3762 0.0472 -0.0285 -0.0442
H -2.5703 -0.7259 2.8972 0.0357 -0.0467 -0.0052
```
Forces are in eV/Å.

***

[3]
C5H9ClN2O | ωB97M-V/def2-TZVPD

Results
* LUMO (alpha / beta): 0.0143 / 0.0143 Eh
* charge: 0
* HOMO (alpha / beta): -7.18 / -7.18 eV
* electronic energy: -840.586672 Eh
* energy above the lowest of the compared OMol25 structures with the same formula, charge and spin: 147.5 kcal/mol

```
18
Properties=species:S:1:pos:R:3:forces:R:3
C -0.2591 1.3224 0.9191 -0.8959 0.3144 1.9578
C -2.4969 0.1797 0.3220 0.9709 -0.7750 -0.4575
C -0.1567 2.1379 -0.3085 0.0250 -0.4265 1.4595
C 1.7357 -1.6361 0.4241 0.6920 1.8709 -4.8658
C 1.4182 -0.1446 0.0265 1.5481 -1.7514 4.2120
N -1.4422 -1.5652 -0.9181 2.3738 -0.4247 -2.4592
N -2.0389 -0.6842 -0.3552 -2.1660 0.6034 1.9865
O 0.5722 0.3550 1.1320 -0.1399 -0.0173 -0.7866
Cl -3.8570 1.0985 0.3757 -0.5312 0.4357 -0.0073
H 0.3907 2.9659 0.1638 -0.2671 0.3953 -0.4979
H -1.1714 2.3911 -0.5827 0.1008 0.5150 -0.3180
H 0.4324 1.6836 -1.0451 0.6379 -0.1409 -1.7098
H 2.5395 -1.9313 -0.3652 -0.7729 0.0671 2.1346
H 1.8494 -1.7066 1.4371 1.3183 -0.3941 2.4703
H 0.8933 -2.2310 0.1621 -0.8539 -0.3912 -0.2160
H 0.8053 -0.1934 -0.7764 -1.1406 0.3448 -2.9805
H 2.2994 0.4987 0.0691 -0.0822 -0.2177 -0.7800
H -1.5137 -2.5405 -0.6806 -0.8171 -0.0078 0.8579
```
Forces are in eV/Å.